Record 1
DFT (the ωB97M-V functional and the def2-TZVPD basis) results for an isolated ion of composition C6H13N4O and charge +1 at a distorted geometry.

Properties
total charge	+1
lowest unoccupied orbital energy	-4.085	eV
highest occupied orbital energy	-0.4866	hartree
structure (SMILES)	Nc1nc[nH][n+]1CCCCO
Kohn-Sham gap	9.16	eV
electronic energy	-530.350065	Eh
relative energy (zero: lowest compared OMol25 entry of this formula, charge and spin)	295.4	kJ/mol

Atoms and positions in Å:
H: -3.2460 -0.5942 1.5137
N: 1.7226 -0.4568 -1.7525
H: 2.5726 0.4925 2.2623
C: -2.1820 0.8792 0.1656
C: 2.6967 -1.4680 -1.5036
C: -0.6756 1.2503 0.6081
H: -0.7225 2.3217 1.0099
H: 0.9216 2.2713 -0.7070
H: 1.3215 -0.7271 2.3055
N: 2.0189 -0.2020 1.7594
H: -0.2256 1.1705 -1.5766
C: -2.5184 -0.6205 0.6312
C: 0.3668 1.2747 -0.5993
O: -3.1198 -1.3858 -0.4598
H: -2.5279 -2.1368 -0.6611
H: -1.6102 -1.2076 0.9782
H: -0.4083 0.5550 1.4567
H: -2.8538 1.5669 0.7890
C: 2.0940 -0.4767 0.4378
N: 2.9672 -1.4910 -0.1155
H: 1.3232 -0.1635 -2.6581
N: 1.3587 0.1604 -0.6013
H: -2.3877 1.0764 -0.9291
H: 3.1141 -2.0889 -2.3535

Forces on the atoms, in the same order (eV/Å):
0.9 0.0 -1.3
1.8 -1.8 0.1
-0.2 -0.5 -0.6
0.3 -0.1 1.5
-1.6 2.4 2.8
-0.8 1.0 -0.2
0.4 -1.6 -0.4
-0.6 -1.5 0.5
0.8 0.5 -0.4
-1.0 0.0 0.8
0.9 0.0 1.4
-0.4 -0.3 -0.4
-0.9 0.7 -0.6
0.9 0.2 0.7
-0.6 0.6 0.2
-0.8 1.0 -0.3
0.0 1.0 -1.1
0.9 -0.9 -1.1
1.3 -1.2 -3.6
-3.1 2.4 -3.0
0.3 -0.2 0.8
1.7 -1.9 1.6
0.2 -0.5 1.3
-0.5 0.9 1.4

Charges computed using natural (NBO), reported in e:
1 H 0.197
2 N -0.324
3 H 0.443
4 C -0.436
5 C 0.229
6 C -0.424
7 H 0.243
8 H 0.250
9 H 0.428
10 N -0.883
11 H 0.231
12 C -0.069
13 C -0.243
14 O -0.722
15 H 0.471
16 H 0.149
17 H 0.227
18 H 0.233
19 C 0.563
20 N -0.387
21 H 0.455
22 N -0.135
23 H 0.230
24 H 0.274

Record 2
DFT (the ωB97M-V functional and the def2-TZVPD basis) results for a 2-piece molecular cluster, C6H13N4O2S overall at a distorted geometry.

Properties
total charge	+1
lowest unoccupied orbital energy	-3.658	eV
highest occupied orbital energy	-0.4973	hartree
Kohn-Sham gap	9.87	eV
electronic energy	-1003.785797	Eh
relative energy (zero: lowest compared OMol25 entry of this formula, charge and spin)	109.1	kJ/mol

Atoms and positions in Å:
N: -1.8077 0.4593 -2.7555
C: -1.7256 -0.7527 -2.3812
O: 1.3861 0.9342 0.0249
H: -2.1938 2.3813 -1.9736
C: 3.4161 -0.5171 0.7022
H: -1.9365 -1.6240 -3.0733
H: -0.8265 -2.7658 0.0967
N: -1.2469 -2.4758 -0.7622
H: 4.1055 0.3531 0.4080
H: -0.2092 0.5381 3.5404
N: -0.0141 0.1219 2.5821
C: -1.5438 -1.2369 -0.9575
H: -1.2266 -0.3678 0.8748
H: -1.6036 1.7952 0.4107
H: -0.8076 -2.8784 -1.5294
H: -3.1080 1.1361 -0.2641
C: -1.6219 1.5358 -1.8352
C: 1.1496 -0.2614 2.4173
H: 3.7140 -0.9497 1.6769
H: 3.6781 -1.1784 -0.1074
H: 1.9530 -0.6962 3.1405
C: -1.9072 1.1581 -0.4046
S: 1.6743 -0.3135 0.6509
O: 1.0805 -1.4488 -0.0087
N: -1.6235 -0.2466 -0.0817
H: -0.5371 1.8764 -2.0866

Forces on the atoms, in the same order (eV/Å):
-0.4 -1.4 -0.3
-1.2 -0.9 -0.4
-0.4 1.0 0.3
-1.5 1.6 -1.3
2.1 0.6 0.1
0.5 1.3 0.3
0.0 0.0 0.6
-0.3 -0.6 1.4
-1.7 -0.5 1.0
-0.1 -1.6 -1.0
-0.7 2.1 1.4
-0.3 4.8 -0.7
-0.6 -0.1 -0.8
0.7 0.1 -0.1
0.5 -1.3 -1.7
2.4 0.6 -0.6
3.8 -0.9 0.9
2.2 -1.6 0.2
0.0 0.2 -0.6
-0.3 -0.9 -0.1
-1.3 1.4 -0.8
-4.2 -1.4 0.4
0.5 0.2 -1.0
0.1 -0.8 0.7
1.7 -1.4 1.3
-1.5 -0.5 0.9

Charges computed using natural (NBO), reported in e:
1 N -0.266
2 C 0.021
3 O -0.923
4 H 0.237
5 C -0.936
6 H 0.204
7 H 0.426
8 N -0.687
9 H 0.297
10 H 0.406
11 N -0.615
12 C 0.506
13 H 0.443
14 H 0.255
15 H 0.415
16 H 0.203
17 C -0.279
18 C -0.083
19 H 0.254
20 H 0.282
21 H 0.215
22 C -0.232
23 S 2.113
24 O -0.982
25 N -0.519
26 H 0.247

Record 3
DFT (the ωB97M-V functional and the def2-TZVPD basis) results for a single C6H13NO molecule at a distorted geometry.

Properties
total charge	0
lowest unoccupied orbital energy	0.941	eV
highest occupied orbital energy	-0.3572	hartree
structure (SMILES)	CC(C)C[C@@H](N)C=O
Kohn-Sham gap	10.66	eV
electronic energy	-366.360712	Eh
relative energy (zero: lowest compared OMol25 entry of this formula, charge and spin)	192.2	kJ/mol

Atoms and positions in Å:
H: -1.8273 1.3319 0.4780
H: -0.9359 -1.8791 -2.2099
H: 0.7755 1.3146 0.1391
C: 0.6747 0.4064 0.7132
C: -0.1535 -0.6927 0.0441
C: 2.0875 -0.1802 0.8599
C: -2.0094 0.9578 -0.5308
H: -3.0537 0.6290 -0.5808
C: -1.0132 0.0066 -1.1354
H: 2.2001 -0.8424 1.7362
H: -2.4345 -0.9207 -2.6020
H: -2.1312 1.9310 -1.0480
H: 0.3747 -1.4380 -0.5695
H: 0.6711 0.2404 2.7677
O: 2.8764 0.0557 -0.0129
H: -0.8165 0.3917 2.1415
N: 0.1330 0.7363 2.0653
C: -1.6900 -1.1685 -1.8501
H: -2.1835 -1.8154 -1.1042
H: -0.3154 0.4576 -1.8408
H: -0.8480 -1.3278 0.5925

Forces on the atoms, in the same order (eV/Å):
0.3 -0.5 0.1
0.0 0.4 -0.6
-0.2 0.1 -0.4
0.2 -1.5 2.5
-0.9 0.8 -3.6
-1.4 1.3 -1.2
-1.3 2.1 -0.4
0.2 -0.6 0.3
0.2 -1.9 1.1
0.6 -0.2 0.0
0.2 0.1 -0.2
0.5 -0.4 -0.3
0.8 0.3 0.6
-0.1 0.0 0.1
0.8 -0.6 0.6
0.1 0.1 0.1
0.2 0.0 -0.5
0.1 -0.8 0.8
-0.3 0.5 0.0
0.0 0.3 0.2
0.1 0.6 0.9

Charges computed using natural (NBO), reported in e:
1 H 0.214
2 H 0.207
3 H 0.214
4 C -0.167
5 C -0.420
6 C 0.453
7 C -0.646
8 H 0.216
9 C -0.206
10 H 0.104
11 H 0.215
12 H 0.221
13 H 0.218
14 H 0.348
15 O -0.510
16 H 0.357
17 N -0.827
18 C -0.607
19 H 0.195
20 H 0.208
21 H 0.214

Record 4
DFT (the ωB97M-V functional and the def2-TZVPD basis) results for a 2-piece molecular cluster, C6H13NO overall at a distorted geometry.

Properties
total charge	0
lowest unoccupied orbital energy	0.801	eV
highest occupied orbital energy	-0.3537	hartree
structure (SMILES)	CC(N)=O.C=CCC
Kohn-Sham gap	10.42	eV
electronic energy	-366.382790	Eh
relative energy (zero: lowest compared OMol25 entry of this formula, charge and spin)	134.2	kJ/mol

Atoms and positions in Å:
H: 2.7313 -0.0786 0.0040
N: -2.0006 1.0401 -2.1376
O: -1.6736 3.0630 -1.1741
C: 0.7496 -0.8495 0.5744
H: 0.0725 -1.6823 0.3683
C: 0.3798 0.2560 1.2980
H: 2.3462 -3.0663 0.6885
H: 1.9864 -1.2102 -1.1819
H: 1.1044 1.1169 1.3963
H: -2.4104 0.2842 0.3876
C: 2.8618 -2.1142 0.6759
H: 3.0304 -1.8181 1.7328
H: -2.2525 0.0228 -2.1368
C: 2.1069 -1.0257 -0.0762
C: -2.0150 1.8826 -1.0570
H: -0.6494 0.3955 1.7103
H: -1.7878 1.4161 -2.9955
H: -3.6697 1.5038 0.2216
H: 3.8812 -2.3696 0.3055
H: -2.2074 1.8498 1.1427
C: -2.5842 1.3837 0.2533

Forces on the atoms, in the same order (eV/Å):
-0.9 -0.9 -0.1
-1.0 -2.6 2.3
-0.2 -1.4 0.0
-0.3 2.1 0.6
-0.1 0.3 0.4
0.5 -0.9 -1.1
-0.4 -0.2 0.0
0.1 -0.1 1.1
-0.9 -1.1 0.0
-0.2 0.8 -0.3
1.3 -0.5 0.4
-0.3 -0.1 -0.6
0.4 1.8 0.4
0.6 1.2 -0.2
0.2 1.6 0.0
1.3 -0.3 -0.3
0.7 1.1 -2.1
0.0 0.2 0.0
-0.6 0.5 -0.2
0.3 0.7 0.0
-0.3 -2.1 -0.5

Charges computed using natural (NBO), reported in e:
1 H 0.206
2 N -0.824
3 O -0.617
4 C -0.173
5 H 0.191
6 C -0.413
7 H 0.202
8 H 0.213
9 H 0.203
10 H 0.209
11 C -0.607
12 H 0.211
13 H 0.396
14 C -0.446
15 C 0.670
16 H 0.201
17 H 0.396
18 H 0.237
19 H 0.211
20 H 0.239
21 C -0.705

- highest occupied orbital energy of number 1 (C6H13N4O)?
  -0.4866 hartree